Record 1
{
  "formula": "C2H8N3O2",
  "method": "wB97M-V/def2-TZVPD",
  "total_charge": 1,
  "e_lumo_ev": [-4.59, -4.59],
  "smiles": "CN(C)/[N+](O)=N/O",
  "homo_lumo_gap_ev": [9.451, 9.451],
  "homo_energy_ev": [-14.04, -14.04],
  "e_above_lowest_kj_mol": 746.91,
  "symbols": ["C", "C", "N", "N", "N", "O", "O", "H", "H", "H", "H", "H", "H", "H", "H"],
  "positions_angstrom": [[1.430, -0.609, 0.628], [0.874, 0.508, -1.637], [-1.012, -0.548, 1.195], [0.516, 0.017, -0.346], [-0.794, 0.074, 0.126], [-2.250, -0.335, 1.698], [-1.655, 0.774, -0.644], [1.418, -1.723, 0.530], [2.446, -0.338, 0.372], [1.242, -0.244, 1.642], [0.989, -0.093, -2.621], [0.089, 1.253, -1.787], [1.853, 0.996, -1.441], [-2.529, -0.509, 2.593], [-2.617, 0.777, -0.309]],
  "forces_ev_per_angstrom": [[0.3, -0.8, -0.6], [0.3, 1.4, -1.5], [-0.5, -0.1, 1.6], [-1.6, -1.3, 2.1], [0.8, -0.7, -0.2], [-1.0, 1.6, -3.7], [-0.9, 0.1, 0.4], [-0.4, 0.8, 0.5], [0.1, 0.4, -0.4], [-0.1, -0.3, -0.3], [-0.5, 0.0, 2.1], [0.7, 0.3, -0.8], [-0.7, 0.0, -0.5], [1.5, -0.9, 1.0], [1.9, -0.5, 0.2]],
  "nbo_charge": [-0.435, -0.438, 0.132, -0.170, 0.388, -0.560, -0.471, 0.235, 0.242, 0.243, 0.246, 0.241, 0.240, 0.551, 0.556]
}

---

Record 2
{
  "formula": "C47H79N4O6S",
  "method": "wB97M-V/def2-TZVPD",
  "total_charge": 0,
  "e_lumo_ev": [0.66, -0.02],
  "homo_lumo_gap_ev": [7.903, 7.218],
  "multiplicity": 4,
  "homo_energy_ev": [-7.24, -7.24],
  "symbols": ["C", "C", "O", "C", "C", "O", "C", "C", "O", "C", "C", "C", "C", "C", "C", "C", "N", "C", "C", "C", "C", "C", "C", "C", "S", "H", "H", "H", "H", "H", "H", "H", "H", "H", "H", "H", "H", "H", "H", "H", "H", "H", "H", "H", "H", "H", "H", "H", "H", "H", "C", "C", "C", "C", "C", "C", "N", "O", "C", "C", "C", "H", "H", "H", "H", "H", "H", "H", "H", "H", "H", "H", "H", "H", "H", "H", "H", "H", "H", "C", "C", "C", "C", "C", "C", "N", "O", "C", "C", "C", "H", "H", "H", "H", "H", "H", "H", "H", "H", "H", "H", "H", "H", "H", "H", "H", "H", "H", "C", "C", "C", "C", "C", "C", "N", "O", "C", "C", "C", "H", "H", "H", "H", "H", "H", "H", "H", "H", "H", "H", "H", "H", "H", "H", "H", "H", "H"],
  "positions_angstrom": [[-3.729, 0.918, 3.668], [-3.160, 0.856, 2.185], [-2.100, -0.081, 2.039], [-2.245, -0.886, 0.859], [-1.378, -2.209, 1.039], [-0.774, -2.661, -0.178], [0.627, -2.376, -0.244], [0.762, -1.021, -1.077], [2.121, -0.738, -1.413], [2.243, 0.067, -2.600], [1.226, 1.255, -2.509], [0.049, 1.210, -3.410], [-0.906, 2.311, -3.270], [-0.686, 3.389, -2.282], [0.486, 3.459, -1.419], [1.457, 2.338, -1.567], [0.817, 4.436, -0.417], [0.993, 3.854, 0.946], [-0.043, 5.591, -0.332], [0.408, 6.666, 0.593], [-0.386, 7.879, 0.817], [-1.669, 8.090, 0.146], [-2.118, 7.065, -0.797], [-1.309, 5.845, -1.013], [-1.981, 4.647, -2.187], [-3.022, 1.456, 4.353], [-3.918, -0.110, 4.075], [-4.719, 1.459, 3.711], [-4.052, 0.662, 1.509], [-2.806, 1.910, 1.969], [-3.324, -1.175, 0.742], [-1.955, -0.304, -0.059], [-2.123, -3.003, 1.346], [-0.678, -2.093, 1.906], [1.115, -2.185, 0.749], [1.173, -3.214, -0.763], [0.131, -1.191, -2.000], [0.303, -0.230, -0.409], [2.181, -0.507, -3.562], [3.273, 0.534, -2.568], [-0.126, 0.388, -4.140], [-1.804, 2.302, -3.935], [2.385, 2.294, -0.937], [0.242, 4.240, 1.696], [0.929, 2.739, 0.985], [2.016, 4.174, 1.309], [1.383, 6.535, 1.131], [-0.010, 8.631, 1.545], [-2.252, 9.015, 0.374], [-3.078, 7.187, -1.347], [4.406, 3.327, -7.276], [4.892, 3.331, -5.809], [6.022, 4.362, -5.651], [7.334, 3.902, -6.277], [7.742, 2.540, -5.726], [6.641, 1.472, -5.851], [5.304, 1.957, -5.391], [5.302, 1.928, -4.062], [6.548, 0.989, -7.317], [7.104, 0.214, -5.087], [3.657, 3.831, -5.030], [3.956, 4.289, -7.531], [5.198, 3.182, -8.006], [3.646, 2.558, -7.437], [6.195, 4.564, -4.588], [5.724, 5.315, -6.095], [7.249, 3.866, -7.367], [8.118, 4.633, -6.059], [8.648, 2.202, -6.237], [8.016, 2.664, -4.671], [5.650, 0.388, -7.477], [7.404, 0.362, -7.575], [6.561, 1.798, -8.045], [7.325, 0.417, -4.038], [8.023, -0.182, -5.523], [6.348, -0.575, -5.133], [2.833, 3.115, -5.103], [3.304, 4.781, -5.436], [3.866, 4.004, -3.973], [2.308, -5.787, 3.997], [2.098, -4.312, 4.403], [2.717, -3.396, 3.335], [4.241, -3.382, 3.379], [4.733, -3.019, 4.777], [4.134, -3.901, 5.886], [2.652, -4.062, 5.767], [2.091, -2.948, 6.229], [4.815, -5.290, 5.872], [4.553, -3.310, 7.248], [0.566, -4.153, 4.354], [1.765, -6.011, 3.075], [3.342, -6.047, 3.785], [1.934, -6.466, 4.768], [2.355, -2.369, 3.469], [2.388, -3.704, 2.339], [4.644, -4.350, 3.069], [4.620, -2.651, 2.659], [5.825, -3.081, 4.801], [4.483, -1.969, 4.967], [4.276, -5.998, 6.506], [5.835, -5.227, 6.256], [4.914, -5.718, 4.876], [4.239, -2.273, 7.370], [5.640, -3.314, 7.350], [4.141, -3.894, 8.075], [0.083, -4.776, 5.112], [0.176, -4.459, 3.381], [0.244, -3.121, 4.505], [-8.896, 0.017, 1.927], [-7.910, -0.682, 0.966], [-8.665, -1.141, -0.292], [-9.559, -2.349, -0.039], [-8.757, -3.490, 0.575], [-7.973, -3.082, 1.835], [-7.211, -1.807, 1.660], [-6.115, -2.091, 0.962], [-8.942, -2.954, 3.033], [-7.060, -4.260, 2.235], [-6.941, 0.452, 0.572], [-9.285, 0.933, 1.476], [-9.775, -0.575, 2.170], [-8.403, 0.299, 2.861], [-7.950, -1.396, -1.083], [-9.271, -0.320, -0.686], [-10.398, -2.077, 0.610], [-10.001, -2.680, -0.982], [-9.432, -4.319, 0.809], [-8.062, -3.869, -0.184], [-8.454, -2.473, 3.884], [-9.277, -3.938, 3.369], [-9.855, -2.409, 2.800], [-6.379, -4.553, 1.435], [-7.657, -5.145, 2.468], [-6.468, -4.017, 3.121], [-6.370, 0.798, 1.437], [-7.489, 1.311, 0.178], [-6.235, 0.155, -0.206]],
  "forces_ev_per_angstrom": [[0.1, -0.3, -0.1], [-1.2, 1.4, 0.9], [-0.8, -0.1, -0.4], [0.1, -0.5, -0.2], [-1.7, 0.0, 0.4], [0.9, 0.2, 1.3], [0.9, 1.2, -1.1], [-0.7, -1.4, 0.4], [-0.5, -0.1, -0.4], [0.4, 1.8, 0.7], [-1.0, 0.5, -1.1], [0.2, 2.8, 2.4], [1.9, -0.5, 0.9], [0.9, -0.7, -0.1], [0.7, -3.0, -1.6], [-1.8, -0.1, -1.3], [-2.5, -0.3, -0.3], [1.0, 0.0, 1.3], [-0.8, 3.3, 1.0], [-1.9, 0.4, -1.1], [-0.4, -1.7, -1.0], [1.4, -2.1, -0.5], [2.0, -0.1, 1.3], [0.6, 0.8, 0.8], [0.6, 0.0, 0.4], [-0.6, -0.6, -0.6], [0.3, 0.8, -0.4], [1.0, -0.4, -0.3], [1.2, -0.1, 0.5], [-0.2, -1.1, -0.1], [0.9, 0.2, 0.1], [0.0, -0.6, 0.7], [0.9, 0.7, -0.3], [-0.3, 0.1, -1.0], [-0.6, -0.5, -0.6], [-0.7, 0.8, 0.5], [0.6, 0.4, 0.9], [0.5, -0.5, -1.0], [-0.4, 0.3, 0.9], [-1.0, -0.7, 0.0], [0.3, 0.8, 0.8], [0.8, 0.3, 0.9], [-1.0, 0.2, -0.7], [0.6, -0.3, -1.0], [0.1, 0.9, -0.4], [-1.1, -0.6, -0.2], [-1.1, 0.2, -0.6], [-0.3, -0.7, -0.7], [0.5, -1.1, -0.4], [0.9, -0.2, 0.5], [0.2, -0.1, -0.3], [-1.4, 1.1, -1.4], [0.5, -0.2, 0.2], [0.0, 0.0, 0.0], [-0.1, 0.4, 0.2], [0.9, -1.3, -1.5], [1.4, 1.2, 3.1], [-0.6, -0.5, -1.2], [-0.1, 0.2, -0.3], [-0.4, 0.2, 0.6], [0.2, -0.4, 0.6], [0.0, 0.0, 0.2], [0.0, -0.1, 0.0], [0.1, 0.0, 0.1], [-0.1, -0.2, 0.0], [-0.2, -0.1, 0.0], [0.0, 0.0, 0.0], [0.0, 0.0, 0.0], [-0.2, -0.2, 0.0], [-0.2, -0.1, 0.0], [0.0, 0.1, 0.0], [0.0, 0.0, 0.2], [-0.1, 0.0, 0.0], [-0.2, 0.1, -0.1], [-0.1, 0.2, -0.2], [0.0, 0.1, 0.0], [0.1, 0.0, 0.0], [0.2, -0.1, -0.2], [0.0, -0.2, -0.1], [0.4, -0.2, -0.1], [-0.8, -1.6, -1.3], [0.4, 0.3, 0.1], [0.0, 0.0, 0.0], [-0.3, 0.2, -0.3], [1.8, -1.1, 0.6], [-0.5, 3.5, -0.3], [0.2, -1.5, 0.1], [0.0, -0.2, -0.3], [-0.7, 0.4, 0.1], [-0.1, 0.5, 0.6], [-0.1, 0.2, 0.1], [0.0, 0.0, 0.1], [0.1, 0.1, 0.0], [0.0, -0.1, 0.2], [-0.1, -0.2, 0.1], [0.0, 0.0, 0.0], [0.0, -0.1, 0.0], [-0.1, -0.1, 0.2], [-0.1, -0.1, 0.1], [0.0, 0.1, -0.1], [-0.1, 0.2, 0.0], [-0.1, 0.0, 0.0], [-0.2, -0.1, 0.0], [-0.1, -0.2, -0.2], [0.0, 0.0, -0.1], [0.1, 0.1, 0.0], [0.3, -0.1, 0.0], [0.1, -0.1, 0.2], [-0.3, -0.2, 0.2], [-1.0, 1.9, 0.4], [0.1, -0.5, -0.1], [0.0, 0.0, 0.0], [0.1, 0.3, -0.4], [-1.1, -1.1, 1.5], [1.4, -1.2, -3.1], [-0.6, 0.5, 1.3], [-0.3, 0.2, 0.0], [0.6, 0.3, -0.4], [0.6, -0.5, -0.1], [0.2, -0.1, -0.1], [0.1, -0.1, 0.1], [0.0, -0.1, -0.1], [0.1, 0.0, 0.2], [0.1, 0.1, 0.2], [0.0, 0.0, 0.0], [0.0, 0.0, 0.1], [0.2, 0.0, 0.2], [0.1, 0.1, 0.1], [0.0, 0.0, -0.1], [0.2, 0.0, -0.1], [0.1, 0.1, 0.0], [0.0, 0.2, 0.1], [-0.2, 0.2, 0.0], [0.0, 0.0, -0.1], [0.0, -0.1, 0.0], [-0.2, -0.2, 0.1], [0.0, -0.1, 0.2]],
  "mulliken_spin": [0.000, 0.002, 0.000, 0.000, -0.002, 0.000, 0.000, 0.000, 0.000, 0.004, 0.004, 0.000, 0.000, 0.001, -0.001, 0.000, 0.000, 0.000, -0.002, 0.000, 0.000, 0.000, 0.000, 0.001, 0.000, 0.000, 0.000, 0.000, -0.001, 0.000, 0.002, 0.001, 0.000, 0.000, 0.000, 0.000, 0.000, 0.000, 0.002, -0.005, 0.000, 0.000, 0.000, 0.000, 0.000, 0.000, 0.000, 0.000, 0.000, 0.000, 0.013, 0.037, 0.016, -0.016, 0.015, 0.024, 0.316, 0.612, 0.016, -0.010, -0.035, 0.000, 0.001, -0.007, 0.004, 0.000, 0.000, 0.002, 0.001, 0.003, -0.009, 0.001, 0.001, -0.001, 0.000, 0.001, 0.009, 0.000, 0.002, 0.020, 0.027, 0.014, -0.018, 0.021, 0.033, 0.310, 0.603, 0.014, -0.006, -0.011, 0.000, 0.001, -0.012, 0.006, 0.000, 0.000, 0.002, 0.000, 0.003, -0.010, 0.001, 0.001, 0.000, 0.000, -0.001, -0.004, 0.001, 0.002, 0.014, 0.022, 0.017, -0.016, 0.017, 0.020, 0.320, 0.614, 0.017, -0.004, -0.023, 0.000, 0.001, -0.008, 0.004, 0.001, 0.000, 0.002, 0.001, 0.003, -0.009, 0.001, 0.001, -0.002, 0.001, 0.000, 0.005, 0.000, 0.000]
}